Record 1
# C3H10N2O

A 2-piece molecular cluster, C3H10N2O overall at a distorted geometry (ωB97M-V with the def2-TZVPD basis set, the OMol25 dataset).

```
16
Properties=species:S:1:pos:R:3
C 1.59189 0.26807 1.50461
N 0.75393 1.08746 1.02968
C -0.35171 1.43928 1.90022
H 1.86351 0.19198 2.55924
H 2.13549 -0.30655 0.75366
H -0.64915 2.47649 1.71816
H -0.17282 1.31053 2.97440
H -1.24524 0.85635 1.67011
N -0.64125 -0.44253 -2.59353
C -0.45063 -1.45467 -1.59484
O -0.64409 -0.92183 -0.27932
H -0.16987 0.43571 -2.41463
H -0.44018 -0.76089 -3.52964
H -1.25812 -2.18005 -1.72954
H 0.49118 -2.01430 -1.54607
H -0.81295 0.01494 -0.42252
```

Properties
- multiplicity = 1
- structure (SMILES) = C=NC.NCO
- energy above the lowest of the compared OMol25 structures with the same formula, charge and spin (kcal per mole) = 58.6
- HOMO (eV) = -9.12
- lowest unoccupied orbital energy (eV) = 1.076
- calculated total energy (Eh) = -304.98125
- Kohn-Sham gap (eV) = 10.20



Record 2
# CH4BrClOP

A 2-piece molecular cluster, CH4BrClOP overall at a distorted geometry (ωB97M-V with the def2-TZVPD basis set, the OMol25 dataset).

```
9
Properties=species:S:1:pos:R:3
C 0.01349 1.19070 -1.53680
O 0.87501 -1.53146 -2.06853
P 0.11506 -0.66920 -1.25283
Cl -0.76668 -1.20966 0.41045
Br -0.60012 -1.58063 4.23361
H -0.97916 1.58423 -1.19971
H 0.18866 1.43732 -2.60040
H 0.73300 1.65707 -0.84033
H 0.42074 -0.87838 4.85454
```

Properties
- charge = +1
- multiplicity = 1
- energy above the lowest of the compared OMol25 structures with the same formula, charge and spin (kcal per mole) = 51.4
- HOMO (eV) = -13.93
- lowest unoccupied orbital energy (eV) = -6.801
- calculated total energy (Eh) = -3491.01012
- Kohn-Sham gap (eV) = 7.13



Record 3
# C46H63F2N4OP2Ru

C46H63F2N4OP2Ru as an isolated structure (ωB97M-V with the def2-TZVPD basis set, the OMol25 dataset).

```
119
Properties=species:S:1:pos:R:3
Ru 0.61153 0.34725 -0.44441
C 0.32067 -2.89360 -3.57402
C 1.59913 -3.00868 -2.73995
C 2.15022 -4.43331 -2.81757
P 1.31794 -2.26474 -1.06446
C 0.83983 -3.59335 0.13998
C -0.46902 -4.25616 -0.29458
C 1.89601 -4.62776 0.52029
C 2.99705 -1.83611 -0.50030
C 4.18194 -2.24046 -1.11041
C 5.42547 -1.81499 -0.66588
C 6.69302 -2.27098 -1.33403
C 5.46268 -0.93804 0.41589
C 4.30404 -0.51941 1.03619
C 3.05590 -0.97605 0.60070
N 1.83126 -0.45069 1.10427
C 1.71159 -0.19925 2.43804
C 2.66869 -0.70257 3.36954
C 2.72115 -0.25292 4.66294
C 1.81031 0.70759 5.11719
C 1.89732 1.27759 6.50336
C 0.76928 1.05241 4.26249
C 0.62650 0.56144 2.97339
P -1.25140 0.81147 2.33531
C -2.02214 -0.11915 3.76372
C -2.98970 0.78677 4.53122
C -2.66339 -1.48387 3.48791
C -2.86692 1.53081 1.40653
C -3.98741 0.51116 1.23929
C -3.31799 2.85928 2.01623
H 0.52839 -3.14217 -4.61769
H -0.09470 -1.88950 -3.53518
H -0.44576 -3.58495 -3.21459
H 2.33630 -2.32432 -3.17588
H 1.40033 -5.16060 -2.50589
H 3.03736 -4.58883 -2.20637
H 2.41228 -4.66371 -3.85354
H 0.61950 -2.98881 1.02661
H -0.34289 -4.82865 -1.21548
H -1.25595 -3.51921 -0.44519
H -0.80569 -4.95181 0.47735
H 2.05437 -5.35968 -0.27126
H 1.55091 -5.17408 1.40180
H 2.85749 -4.17395 0.76530
H 4.14428 -2.89843 -1.96814
H 6.48150 -2.79259 -2.26657
H 7.25217 -2.95131 -0.68902
H 7.34408 -1.42513 -1.55718
H 6.41410 -0.54798 0.75817
H 4.35772 0.22811 1.81253
H 3.36990 -1.45610 3.04501
H 3.47524 -0.64322 5.33578
H 2.87764 1.10233 6.94430
H 1.15008 0.82495 7.15954
H 1.71197 2.35208 6.49429
H -0.01629 1.70494 4.64048
H -1.17445 -0.30164 4.42810
H -3.89151 0.99857 3.96217
H -2.53409 1.74124 4.80040
H -3.29454 0.28991 5.45555
H -3.64945 -1.37906 3.03384
H -2.79261 -2.00437 4.44056
H -2.06039 -2.10754 2.83411
H -2.42786 1.70012 0.42447
H -4.59717 0.42359 2.13826
H -3.61913 -0.48119 0.97138
H -4.64423 0.83084 0.42551
H -2.69601 3.16594 2.86082
H -4.34723 2.79264 2.37484
H -3.27916 3.67130 1.28805
O -1.30154 -1.43101 0.78450
C -0.87958 -0.30244 0.86704
F 2.97541 1.93208 0.44401
C 2.42494 1.50054 -0.77419
F 2.31808 2.68169 -1.48593
H 3.23861 0.94320 -1.25718
C -5.20589 2.14943 -2.61042
C -4.17549 1.07272 -2.38553
C -4.54892 -0.25698 -2.21966
C -3.59182 -1.23473 -1.97601
C -3.98309 -2.66841 -1.73424
C -2.25068 -0.87671 -1.94180
C -1.83719 0.43686 -2.12603
C -2.82839 1.40376 -2.32711
N -0.45744 0.78194 -2.12222
C 0.04799 1.28951 -3.44182
C -0.84248 0.84323 -4.61528
C 0.11272 2.82114 -3.48075
C 1.44957 0.69824 -3.71206
H -6.20810 1.72833 -2.68091
H -5.00552 2.70022 -3.53092
H -5.20334 2.87218 -1.79122
H -5.59771 -0.53010 -2.26326
H -5.03305 -2.83816 -1.97164
H -3.82581 -2.94039 -0.68731
H -3.38214 -3.34975 -2.33958
H -1.49939 -1.63452 -1.76473
H -2.54212 2.44153 -2.44966
H -1.78608 1.38506 -4.66430
H -1.06732 -0.22263 -4.56822
H -0.29818 1.03590 -5.54202
H -0.88643 3.25151 -3.39896
H 0.52648 3.14234 -4.43915
H 0.73813 3.21820 -2.68712
H 1.37780 -0.15394 -4.39060
H 1.91980 0.34293 -2.79988
H 2.11130 1.43746 -4.16369
N 0.20437 8.28468 0.69493
C 0.20638 7.13733 0.65187
C 0.20181 5.69236 0.60580
C 0.94750 4.95935 1.51861
C 0.89027 3.57685 1.44798
N 0.15353 2.92574 0.55438
C -0.54518 3.63684 -0.32108
C -0.56018 5.02266 -0.33928
H 1.56276 5.44791 2.26022
H 1.45397 2.96665 2.14499
H -1.10361 3.06915 -1.05308
H -1.14478 5.55882 -1.07363
```

Properties
- multiplicity = 6
- HOMO (alpha / beta) (eV) = -6.09 / -7.34
- lowest unoccupied orbital energy (alpha / beta) (eV) = 0.113 / -1.959
- calculated total energy (Eh) = -3062.04028
- Kohn-Sham gap (alpha / beta) (eV) = 6.20 / 5.38



Record 4
# C19H21ClFNO2P

A 2-piece molecular cluster, C19H21ClFNO2P overall (ωB97M-V with the def2-TZVPD basis set, the OMol25 dataset).

```
46
Properties=species:S:1:pos:R:3
C 1.35043 0.89644 0.54654
C 2.78230 0.94789 0.05527
N 3.55349 1.99998 0.80238
P 5.14683 1.95194 1.12221
Cl 6.04539 0.44472 0.23636
C 5.56097 1.90224 2.90740
F 6.81941 2.47133 2.92383
C 4.57883 2.67991 3.76773
C 3.38558 1.83660 4.22303
H 0.84801 0.00992 0.15470
H 0.77503 1.76383 0.21816
H 1.31513 0.84544 1.63650
H 2.83659 1.18177 -1.00915
H 3.29040 -0.00251 0.21537
H 3.29400 2.92895 0.47981
H 5.77267 3.11452 0.66120
H 5.65372 0.85931 3.22414
H 5.16940 3.03248 4.61703
H 4.23722 3.57832 3.24271
H 2.56152 1.87941 3.51104
H 3.01419 2.19713 5.18151
H 3.66270 0.78813 4.35642
C -5.77170 1.32941 -2.06079
C -4.89545 1.80432 -1.09104
C -3.81543 1.03469 -0.69393
C -3.60784 -0.21848 -1.26059
C -4.49261 -0.69703 -2.22825
C -5.57129 0.08244 -2.62857
C -4.31159 -2.04348 -2.84474
O -5.06395 -2.45133 -3.70029
C -3.16892 -2.87264 -2.35917
C -3.00188 -4.15065 -2.87920
C -1.95273 -4.94277 -2.44445
C -1.06379 -4.46130 -1.48946
C -1.22450 -3.18787 -0.97111
C -2.27688 -2.38705 -1.40228
C -2.43376 -1.02309 -0.82413
O -1.62945 -0.58075 -0.02537
H -6.61432 1.93340 -2.37063
H -5.05985 2.77611 -0.64420
H -3.12319 1.38443 0.05985
H -6.24146 -0.30924 -3.38172
H -3.70668 -4.50366 -3.61978
H -1.82766 -5.93971 -2.84605
H -0.24852 -5.08573 -1.14785
H -0.55038 -2.79777 -0.22047
```

Properties
- charge = +1
- multiplicity = 1
- HOMO (eV) = -11.48
- lowest unoccupied orbital energy (eV) = -3.369
- calculated total energy (Eh) = -1843.05391
- Kohn-Sham gap (eV) = 8.11



Copy entry 1 word for word.
# C3H10N2O

A 2-piece molecular cluster, C3H10N2O overall at a distorted geometry (ωB97M-V with the def2-TZVPD basis set, the OMol25 dataset).

```
16
Properties=species:S:1:pos:R:3
C 1.59189 0.26807 1.50461
N 0.75393 1.08746 1.02968
C -0.35171 1.43928 1.90022
H 1.86351 0.19198 2.55924
H 2.13549 -0.30655 0.75366
H -0.64915 2.47649 1.71816
H -0.17282 1.31053 2.97440
H -1.24524 0.85635 1.67011
N -0.64125 -0.44253 -2.59353
C -0.45063 -1.45467 -1.59484
O -0.64409 -0.92183 -0.27932
H -0.16987 0.43571 -2.41463
H -0.44018 -0.76089 -3.52964
H -1.25812 -2.18005 -1.72954
H 0.49118 -2.01430 -1.54607
H -0.81295 0.01494 -0.42252
```

Properties
- multiplicity = 1
- structure (SMILES) = C=NC.NCO
- energy above the lowest of the compared OMol25 structures with the same formula, charge and spin (kcal per mole) = 58.6
- HOMO (eV) = -9.12
- lowest unoccupied orbital energy (eV) = 1.076
- calculated total energy (Eh) = -304.98125
- Kohn-Sham gap (eV) = 10.20



> Which formula does entry 3 have?

C46H63F2N4OP2Ru



> Which value of multiplicity does entry 1 give?

1